# 1
{
  "formula": "C34H50FN3O",
  "method": "the ωB97M-V functional and the def2-TZVPD basis",
  "symbols": ["C", "C", "C", "N", "N", "N", "C", "C", "C", "C", "C", "C", "C", "C", "C", "C", "H", "H", "H", "H", "H", "H", "H", "H", "H", "H", "H", "H", "H", "H", "H", "H", "H", "H", "H", "H", "H", "H", "H", "H", "H", "C", "C", "C", "C", "C", "C", "C", "C", "C", "C", "C", "F", "C", "C", "C", "C", "C", "C", "C", "C", "C", "C", "O", "H", "H", "H", "H", "H", "H", "H", "H", "H", "H", "H", "H", "H", "H", "H", "H", "H", "H", "H", "H", "H", "H", "H", "H", "H"],
  "coordinates": [[3.044, -0.106, 2.785], [2.515, 0.108, 1.376], [3.003, 1.381, 0.709], [1.053, 0.216, 1.382], [0.487, 1.407, 1.379], [-0.842, 1.162, 1.473], [-1.677, 2.390, 1.605], [-1.390, 3.241, 0.388], [-1.268, 3.092, 2.883], [-1.117, -0.167, 1.522], [-2.564, -0.675, 1.555], [-2.565, -2.203, 1.480], [-3.334, -0.135, 0.339], [-3.239, -0.239, 2.864], [0.140, -0.824, 1.489], [0.594, -2.129, 1.551], [4.136, -0.217, 2.787], [2.792, 0.760, 3.412], [2.616, -1.010, 3.236], [2.758, -0.764, 0.768], [4.095, 1.393, 0.668], [2.610, 1.437, -0.310], [2.652, 2.262, 1.251], [-2.721, 2.084, 1.642], [-1.976, 4.165, 0.425], [-0.329, 3.512, 0.372], [-1.646, 2.717, -0.539], [-1.850, 4.010, 3.009], [-1.439, 2.459, 3.761], [-0.209, 3.367, 2.830], [-2.030, -2.629, 2.335], [-3.593, -2.591, 1.480], [-2.069, -2.531, 0.560], [-3.391, 0.958, 0.318], [-2.850, -0.463, -0.588], [-4.363, -0.516, 0.350], [-3.295, 0.851, 2.967], [-4.264, -0.627, 2.906], [-2.681, -0.629, 3.723], [-0.123, -2.933, 1.523], [1.667, -2.303, 1.524], [6.098, -0.598, 5.700], [6.042, -2.116, 5.936], [7.054, -2.774, 4.994], [6.514, -2.369, 7.375], [4.600, -2.655, 5.731], [4.296, -3.602, 4.792], [2.962, -4.089, 4.564], [2.678, -4.976, 3.504], [1.460, -5.712, 3.340], [0.710, -6.204, 4.453], [-0.555, -6.736, 4.234], [-1.277, -7.183, 5.318], [-1.133, -6.844, 2.970], [-0.361, -6.445, 1.865], [0.937, -5.970, 2.040], [1.927, -3.581, 5.407], [2.139, -2.650, 6.384], [0.980, -2.129, 7.268], [1.272, -2.386, 8.752], [-0.354, -2.805, 6.936], [0.802, -0.616, 7.073], [3.502, -2.113, 6.564], [3.718, -1.198, 7.396], [5.438, -0.087, 6.407], [7.125, -0.241, 5.853], [5.796, -0.348, 4.676], [7.118, -3.853, 5.171], [6.806, -2.593, 3.941], [8.050, -2.349, 5.178], [6.518, -3.443, 7.592], [7.535, -1.986, 7.500], [5.854, -1.856, 8.081], [5.083, -4.040, 4.175], [3.444, -5.102, 2.736], [1.124, -6.170, 5.461], [-2.135, -7.253, 2.852], [-0.781, -6.515, 0.862], [1.565, -5.731, 1.181], [0.917, -3.941, 5.227], [2.180, -1.853, 9.052], [0.430, -2.026, 9.355], [1.400, -3.459, 8.936], [-0.671, -2.588, 5.909], [-0.305, -3.890, 7.082], [-1.130, -2.417, 7.608], [0.582, -0.388, 6.023], [-0.032, -0.265, 7.692], [1.718, -0.096, 7.372]],
  "total_energy_ev": -45302.25885,
  "spin_multiplicity": 1
}


# 2
{
  "formula": "C19H17ClN4O5S2",
  "method": "the ωB97M-V functional and the def2-TZVPD basis",
  "symbols": ["O", "C", "C", "C", "S", "O", "O", "C", "C", "C", "C", "C", "C", "Cl", "N", "C", "C", "C", "C", "S", "O", "O", "N", "C", "N", "C", "C", "C", "N", "C", "C", "H", "H", "H", "H", "H", "H", "H", "H", "H", "H", "H", "H", "H", "H", "H", "H", "H"],
  "coordinates": [[2.096, -0.945, 1.660], [2.015, 0.107, 2.260], [3.266, 0.822, 2.761], [4.335, 0.669, 1.697], [3.634, 1.311, 0.118], [2.491, 2.117, 0.458], [4.701, 1.951, -0.603], [3.175, -0.157, -0.827], [4.232, -1.006, -1.109], [4.018, -2.192, -1.785], [2.730, -2.530, -2.173], [1.676, -1.675, -1.915], [1.895, -0.474, -1.248], [0.573, 0.590, -0.988], [0.855, 0.744, 2.563], [-0.443, 0.408, 2.173], [-1.442, 1.363, 2.376], [-2.745, 1.094, 2.007], [-3.045, -0.126, 1.435], [-4.725, -0.427, 0.938], [-4.891, -1.758, 0.446], [-5.631, 0.047, 1.940], [-4.916, 0.688, -0.333], [-4.198, 0.566, -1.478], [-4.594, 1.266, -2.540], [-3.863, 1.142, -3.634], [-2.743, 0.326, -3.695], [-2.423, -0.349, -2.526], [-3.134, -0.231, -1.420], [-2.073, -1.085, 1.235], [-0.768, -0.826, 1.609], [3.587, 0.355, 3.696], [3.067, 1.878, 2.935], [5.226, 1.254, 1.901], [4.585, -0.375, 1.536], [5.223, -0.706, -0.805], [4.845, -2.850, -2.001], [2.547, -3.461, -2.688], [0.675, -1.928, -2.225], [0.940, 1.672, 2.953], [-1.189, 2.318, 2.813], [-3.534, 1.813, 2.160], [-5.758, 1.239, -0.374], [-4.200, 1.720, -4.485], [-2.156, 0.226, -4.592], [-1.567, -1.006, -2.457], [-2.357, -2.019, 0.780], [0.005, -1.560, 1.453]],
  "total_energy_ev": -70369.54360,
  "spin_multiplicity": 1,
  "smiles": "O=C(CCS(=O)(=O)c1ccccc1Cl)Nc1ccc(S(=O)(=O)Nc2ncccn2)cc1",
  "relative_energy_kj_mol": 0.0
}


# 3
{
  "formula": "C47H106F6N7O16S2",
  "method": "the ωB97M-V functional and the def2-TZVPD basis",
  "symbols": ["C", "C", "C", "O", "C", "C", "C", "O", "O", "O", "H", "H", "C", "C", "C", "O", "C", "N", "H", "H", "H", "H", "H", "H", "H", "H", "H", "H", "H", "H", "C", "C", "C", "O", "C", "N", "H", "H", "H", "H", "H", "H", "H", "H", "H", "H", "H", "H", "C", "N", "C", "C", "C", "C", "O", "H", "H", "H", "H", "H", "H", "H", "H", "H", "H", "H", "H", "H", "H", "C", "N", "C", "C", "C", "C", "O", "H", "H", "H", "H", "H", "H", "H", "H", "H", "H", "H", "H", "H", "H", "C", "N", "C", "C", "C", "C", "O", "H", "H", "H", "H", "H", "H", "H", "H", "H", "H", "H", "H", "H", "H", "C", "N", "C", "C", "C", "C", "O", "H", "H", "H", "H", "H", "H", "H", "H", "H", "H", "H", "H", "H", "H", "C", "C", "C", "C", "N", "C", "C", "C", "C", "C", "C", "C", "H", "H", "H", "H", "H", "H", "H", "H", "H", "H", "H", "H", "H", "H", "H", "H", "H", "H", "H", "H", "H", "H", "H", "H", "C", "F", "F", "F", "S", "O", "O", "O", "C", "F", "F", "F", "S", "O", "O", "O"],
  "coordinates": [[0.124, -1.500, 1.581], [0.967, -2.341, 1.083], [1.300, -2.269, -0.409], [1.847, -3.185, -1.094], [0.695, -1.386, -1.237], [-0.200, -0.380, -0.803], [-0.478, -0.341, 0.790], [-0.997, 0.733, 1.277], [-0.761, 0.454, -1.546], [1.472, -3.250, 1.893], [-0.010, -1.480, 2.653], [0.865, -1.405, -2.303], [-2.940, -6.524, -0.433], [-2.879, -7.838, 0.425], [-2.350, -9.032, -0.406], [-2.134, -10.182, 0.469], [-1.868, -11.398, -0.224], [-2.050, -7.596, 1.680], [-2.028, -8.366, 2.333], [-1.137, -7.178, 1.574], [-2.628, -6.944, 2.193], [-3.375, -5.732, 0.177], [-3.542, -6.710, -1.322], [-1.942, -6.158, -0.674], [-3.886, -8.041, 0.789], [-1.420, -8.808, -0.928], [-3.141, -9.246, -1.125], [-2.741, -11.737, -0.782], [-1.541, -12.134, 0.510], [-0.983, -11.285, -0.850], [7.647, -7.222, -5.541], [7.084, -5.928, -4.854], [7.925, -4.687, -5.259], [7.158, -3.634, -4.740], [7.831, -2.352, -4.755], [5.702, -5.719, -5.367], [5.517, -5.791, -6.357], [5.103, -6.482, -5.085], [5.342, -4.847, -5.007], [7.696, -7.189, -6.630], [7.133, -8.113, -5.181], [8.694, -7.254, -5.239], [6.902, -6.013, -3.783], [8.019, -4.581, -6.340], [8.785, -4.565, -4.601], [7.225, -1.650, -4.183], [7.839, -1.883, -5.739], [8.871, -2.403, -4.433], [3.687, -3.890, 8.294], [3.750, -4.935, 9.436], [5.092, -4.665, 10.131], [2.614, -4.601, 10.378], [3.626, -6.315, 8.844], [4.511, -6.670, 7.583], [5.915, -6.372, 7.889], [2.835, -4.222, 7.700], [4.550, -3.890, 7.628], [3.369, -2.955, 8.755], [4.949, -3.802, 10.782], [5.854, -4.511, 9.368], [5.266, -5.495, 10.816], [2.604, -3.593, 10.793], [2.534, -5.384, 11.133], [1.712, -4.658, 9.768], [2.555, -6.242, 8.657], [3.777, -6.992, 9.685], [4.285, -6.119, 6.671], [4.341, -7.747, 7.580], [6.331, -7.237, 7.911], [-2.954, -1.471, -6.878], [-3.909, -0.674, -7.807], [-2.961, -0.119, -8.948], [-5.030, -1.627, -8.250], [-4.603, 0.546, -7.104], [-3.766, 1.843, -6.912], [-2.361, 1.672, -6.673], [-3.517, -1.895, -6.047], [-2.277, -0.728, -6.456], [-2.467, -2.309, -7.377], [-2.061, 0.397, -8.614], [-3.556, 0.445, -9.667], [-2.678, -1.032, -9.472], [-5.449, -1.415, -9.233], [-5.843, -1.661, -7.525], [-4.660, -2.650, -8.323], [-4.988, 0.168, -6.157], [-5.474, 0.571, -7.759], [-4.248, 2.429, -6.129], [-3.826, 2.418, -7.836], [-2.328, 1.467, -5.735], [-1.114, 4.558, 6.771], [-2.299, 3.880, 7.411], [-1.733, 2.485, 7.842], [-2.655, 4.696, 8.656], [-3.372, 3.686, 6.339], [-4.760, 3.733, 6.839], [-5.099, 2.555, 7.559], [-1.006, 4.107, 5.785], [-0.131, 4.532, 7.242], [-1.293, 5.630, 6.691], [-0.906, 2.850, 8.451], [-1.433, 1.800, 7.049], [-2.485, 2.093, 8.528], [-1.886, 4.702, 9.428], [-3.585, 4.271, 9.036], [-2.920, 5.718, 8.386], [-3.129, 2.759, 5.820], [-3.305, 4.535, 5.658], [-5.431, 3.933, 6.004], [-4.950, 4.613, 7.453], [-5.189, 1.824, 6.943], [-5.845, 7.640, 0.073], [-7.278, 7.099, -0.113], [-8.034, 6.720, 1.255], [-8.128, 8.202, -0.826], [-7.179, 5.738, -0.926], [-5.870, 4.828, -0.771], [-5.738, 4.556, 0.605], [-6.019, 8.510, 0.707], [-5.465, 7.682, -0.948], [-5.326, 6.931, 0.717], [-8.968, 6.357, 0.827], [-8.138, 7.587, 1.907], [-7.337, 6.059, 1.770], [-9.063, 7.730, -1.129], [-7.467, 8.385, -1.673], [-8.198, 9.003, -0.090], [-7.354, 5.983, -1.974], [-8.129, 5.240, -0.732], [-4.946, 5.302, -1.101], [-5.901, 3.851, -1.253], [-4.886, 4.151, 0.780], [1.190, 8.875, -0.521], [1.597, 7.515, 0.051], [2.679, 6.799, -0.717], [2.261, 5.898, -1.984], [3.567, 5.288, -2.659], [4.340, 6.387, -3.433], [4.137, 6.147, -5.005], [3.184, 4.857, -5.117], [3.241, 4.172, -3.743], [4.504, 4.601, -1.646], [3.958, 3.529, -0.826], [4.532, 3.388, 0.527], [1.180, 9.044, -1.598], [1.770, 9.669, -0.051], [0.173, 9.108, -0.205], [0.644, 6.986, 0.073], [1.820, 7.536, 1.117], [3.274, 6.228, -0.004], [3.488, 7.468, -1.012], [1.624, 6.340, -2.750], [1.807, 4.955, -1.679], [5.400, 6.229, -3.238], [4.159, 7.435, -3.193], [5.116, 6.021, -5.469], [3.903, 6.935, -5.721], [3.464, 4.070, -5.817], [2.142, 5.072, -5.354], [4.074, 3.472, -3.800], [2.380, 3.586, -3.423], [4.871, 5.507, -1.164], [5.409, 4.333, -2.191], [3.917, 2.539, -1.281], [2.896, 3.685, -0.637], [5.543, 2.981, 0.520], [3.946, 2.775, 1.213], [4.685, 4.348, 1.020], [-3.996, -3.765, 7.650], [-3.633, -5.022, 8.160], [-4.465, -3.013, 8.616], [-2.971, -3.164, 7.025], [-5.585, -3.792, 6.391], [-4.969, -4.304, 5.185], [-6.564, -4.654, 6.942], [-6.093, -2.418, 6.269], [3.635, -1.051, -9.600], [2.654, -0.892, -8.667], [3.757, 0.009, -10.438], [4.825, -1.097, -8.931], [3.218, -2.667, -10.636], [1.781, -2.620, -10.936], [4.092, -2.652, -11.801], [3.482, -3.699, -9.607]],
  "total_charge": 3,
  "total_energy_ev": -131583.44902,
  "spin_multiplicity": 1
}


no.,HOMO (eV),LUMO level (eV)
1,-5.762,-1.12
2,-8.928,0.34
3,-8.097,-4.94